Entry 1:
{
  "formula": "C23H26F2N2O3",
  "method": "wB97M-V/def2-TZVPD",
  "homo_energy_ev": -8.23,
  "largest_force_ev_per_a": 0.53,
  "lumo_ev": 0.723,
  "homo_lumo_gap_ha": 0.3289,
  "e_above_lowest_kj_mol": 223.3,
  "spin_multiplicity": 1,
  "smiles": "COc1ccc(C(=O)NC2CC2)cc1OC1CCN(Cc2ccc(F)c(F)c2)CC1",
  "species": ["C", "O", "C", "C", "C", "C", "C", "O", "N", "C", "C", "C", "C", "C", "O", "C", "C", "C", "N", "C", "C", "C", "C", "C", "F", "C", "F", "C", "C", "C", "H", "H", "H", "H", "H", "H", "H", "H", "H", "H", "H", "H", "H", "H", "H", "H", "H", "H", "H", "H", "H", "H", "H", "H", "H", "H"],
  "xyz": [[0.62577, 4.35591, 0.18288], [2.00267, 4.05049, 0.16300], [2.45151, 2.76907, 0.09864], [3.82719, 2.66565, -0.10136], [4.47170, 1.44890, -0.17722], [3.73222, 0.27984, -0.05387], [4.29898, -1.09361, -0.14428], [3.61991, -2.05767, -0.45296], [5.61706, -1.19769, 0.15440], [6.31810, -2.43680, 0.11745], [7.76094, -2.46002, -0.28547], [7.37233, -2.72650, 1.14194], [2.35581, 0.37170, 0.13036], [1.69254, 1.58549, 0.21672], [0.34607, 1.70073, 0.43346], [-0.48485, 0.55282, 0.39238], [-1.84218, 0.96913, 0.95625], [-2.81406, -0.20233, 0.88157], [-2.96973, -0.63688, -0.49474], [-4.02650, -1.62277, -0.62734], [-5.37829, -1.00139, -0.40123], [-5.65092, 0.26374, -0.90965], [-6.88909, 0.84915, -0.72793], [-7.87404, 0.16497, -0.03680], [-9.08066, 0.73246, 0.13961], [-7.61152, -1.09936, 0.47183], [-8.56119, -1.77050, 1.14721], [-6.36848, -1.67979, 0.29440], [-1.70379, -1.10165, -1.03013], [-0.69004, 0.03716, -1.03332], [0.11148, 3.95077, -0.69113], [0.57936, 5.44482, 0.15860], [0.14063, 3.98904, 1.08898], [4.37652, 3.58853, -0.20210], [5.53388, 1.43143, -0.36929], [6.12635, -0.38697, 0.46651], [5.66118, -3.23193, -0.20940], [8.11284, -3.28179, -0.88866], [8.24021, -1.51912, -0.51106], [7.45685, -3.73200, 1.52256], [7.59038, -1.96446, 1.87530], [1.82284, -0.56193, 0.20844], [-0.06448, -0.24145, 1.02588], [-1.73117, 1.29987, 1.98931], [-2.22612, 1.80151, 0.36596], [-3.79206, 0.10767, 1.25658], [-2.44632, -1.02680, 1.52112], [-3.99380, -2.01095, -1.65114], [-3.88680, -2.47745, 0.05814], [-4.87209, 0.78614, -1.44102], [-7.11026, 1.83082, -1.11554], [-6.19207, -2.66227, 0.70427], [-1.86648, -1.44366, -2.05501], [-1.30102, -1.94943, -0.44617], [0.25147, -0.30806, -1.46143], [-1.06873, 0.85741, -1.64554]],
  "atomic_forces_ev_per_a": [[-0.47, 0.25, 0.02], [0.30, -0.27, 0.07], [0.16, -0.05, -0.07], [-0.23, 0.07, 0.06], [-0.12, -0.19, 0.04], [-0.30, 0.31, -0.04], [0.20, 0.01, 0.04], [-0.15, -0.13, -0.01], [0.28, 0.23, 0.07], [0.04, -0.25, -0.07], [0.00, -0.05, -0.16], [-0.08, -0.09, 0.12], [0.06, -0.08, 0.03], [0.05, 0.12, -0.03], [0.26, 0.18, 0.06], [-0.43, -0.18, -0.18], [0.29, -0.22, 0.08], [0.01, 0.29, 0.04], [-0.01, -0.19, 0.00], [0.08, -0.01, -0.11], [-0.16, 0.01, 0.06], [-0.01, -0.08, 0.02], [-0.18, -0.14, 0.11], [0.02, -0.04, 0.01], [0.11, -0.17, 0.05], [-0.03, 0.05, -0.04], [0.03, 0.19, -0.10], [-0.09, 0.17, -0.07], [0.11, 0.15, -0.17], [0.18, -0.13, 0.25], [0.02, 0.03, 0.06], [-0.02, -0.08, -0.01], [0.04, 0.06, -0.10], [0.04, 0.11, -0.02], [0.11, -0.01, -0.03], [-0.18, 0.00, 0.00], [0.14, 0.00, 0.04], [0.00, -0.10, -0.04], [-0.02, 0.13, 0.02], [-0.01, -0.10, 0.00], [-0.02, 0.13, 0.02], [-0.10, -0.05, -0.02], [-0.02, 0.07, -0.05], [0.02, 0.03, 0.03], [-0.03, 0.06, -0.02], [0.08, -0.05, 0.06], [-0.08, -0.01, -0.02], [0.07, -0.06, 0.09], [-0.01, 0.02, -0.07], [0.08, 0.09, -0.05], [-0.06, 0.11, -0.03], [0.01, -0.12, 0.08], [0.03, -0.06, 0.07], [-0.04, -0.03, -0.05], [0.01, 0.01, -0.04], [0.01, 0.04, -0.02]]
}

***

Entry 2:
{
  "formula": "C19H24IrN4O6S4SbSi",
  "method": "wB97M-V/def2-TZVPD",
  "homo_energy_ev": [-6.98, -8.05],
  "largest_force_ev_per_a": 2.42,
  "lumo_ev": [-1.757, -1.784],
  "homo_lumo_gap_ha": [0.1918, 0.2302],
  "e_above_lowest_kj_mol": 1.8,
  "spin_multiplicity": 5,
  "species": ["Ir", "O", "N", "O", "C", "C", "C", "C", "C", "C", "N", "C", "C", "N", "C", "C", "C", "C", "H", "H", "H", "H", "H", "H", "H", "S", "Sb", "S", "S", "C", "C", "C", "N", "H", "H", "H", "H", "H", "C", "S", "O", "O", "O", "H", "H", "H", "C", "Si", "C", "C", "O", "H", "H", "H", "H", "H", "H", "H", "H", "H"],
  "xyz": [[0.40024, -1.09130, -0.57820], [-5.45756, -1.17370, 4.15250], [-5.27396, -1.02310, 2.95540], [-6.16846, -0.75710, 2.16800], [-3.93106, -1.16020, 2.48160], [-2.94686, -1.24280, 3.44070], [-1.58176, -1.33550, 3.11100], [-0.54726, -1.42410, 4.06610], [0.74874, -1.52930, 3.62580], [1.02724, -1.50720, 2.25420], [0.07324, -1.38670, 1.34170], [-1.21716, -1.32620, 1.74540], [-2.23216, -1.27540, 0.74170], [-1.80806, -1.33340, -0.53170], [-2.67776, -1.32750, -1.51830], [-4.04666, -1.23860, -1.27610], [-4.51876, -1.18770, 0.01530], [-3.60506, -1.20330, 1.08390], [-3.23886, -1.21770, 4.47890], [-0.79506, -1.41280, 5.11650], [1.56824, -1.62420, 4.32150], [2.04194, -1.59510, 1.89120], [-2.28116, -1.44860, -2.51680], [-4.73436, -1.23140, -2.10710], [-5.57786, -1.15490, 0.20420], [2.20994, -4.50660, 0.64800], [2.16594, -4.10340, -1.78600], [2.87824, -2.01540, -0.80580], [-0.07846, -3.55980, -1.09530], [-0.61806, 4.59940, -0.46800], [0.01284, 3.47860, -1.30090], [-0.51846, 2.19220, -0.95470], [-0.93286, 1.16700, -0.65370], [-0.15396, 5.54740, -0.72870], [-0.46126, 4.42610, 0.59410], [-1.68836, 4.66990, -0.65530], [1.09164, 3.42900, -1.12400], [-0.16416, 3.65150, -2.36620], [0.69034, -0.73830, -5.23470], [0.51844, -1.65860, -3.69680], [1.60804, -2.63710, -3.72520], [-0.79276, -2.25140, -3.69410], [0.70634, -0.64780, -2.63070], [0.56204, -1.45690, -6.03440], [1.67254, -0.28810, -5.26590], [-0.08566, 0.01350, -5.26710], [4.43304, 0.39270, 1.17840], [2.98414, 1.28600, 0.28650], [2.56494, 2.76950, 1.46050], [3.62844, 1.94820, -1.39540], [1.63234, 0.48320, 0.16060], [5.29974, 1.04380, 1.23380], [4.70964, -0.50310, 0.63240], [4.16734, 0.10100, 2.19050], [3.16444, 3.63000, 1.18450], [2.79354, 2.51350, 2.48830], [1.51594, 3.03630, 1.41050], [4.02974, 2.95780, -1.34580], [2.82204, 1.93140, -2.12290], [4.41274, 1.30630, -1.78410]],
  "atomic_forces_ev_per_a": [[1.19, 0.54, -0.23], [-0.08, 0.04, -0.26], [-1.33, 0.05, 0.81], [0.30, -0.01, 0.18], [2.03, -0.21, 0.32], [-1.23, 0.16, -0.39], [0.81, -0.04, -0.87], [0.05, 0.00, -0.37], [-0.30, -0.01, 0.12], [0.07, -0.02, -0.03], [0.00, 0.02, 0.71], [-0.35, -0.07, 0.80], [-0.62, -0.01, 0.19], [-0.07, -0.18, -0.17], [0.04, -0.10, -0.06], [-0.20, -0.05, 0.38], [0.03, -0.05, -0.51], [0.34, 0.07, -0.17], [-0.03, -0.01, 0.05], [0.03, -0.03, 0.12], [0.05, 0.00, 0.00], [-0.06, 0.08, -0.13], [0.10, 0.13, -0.01], [-0.03, -0.03, -0.07], [0.07, 0.05, -0.02], [-0.24, 0.36, -0.34], [0.06, 0.21, 0.37], [-0.26, -0.68, 0.08], [0.51, -0.34, 0.44], [0.04, -0.01, -0.02], [0.27, 0.69, -0.10], [-0.34, -0.57, 0.10], [-0.22, 0.36, 0.02], [-0.01, 0.05, -0.02], [0.00, -0.02, 0.04], [0.00, 0.00, 0.01], [-0.03, 0.04, -0.12], [0.14, -0.05, 0.07], [-0.06, -0.30, 0.84], [0.25, -0.26, -1.39], [0.05, 0.08, -0.09], [-0.41, 0.10, -0.23], [-0.02, 0.70, 0.47], [0.00, -0.11, -0.08], [0.19, 0.07, 0.01], [-0.16, 0.15, 0.00], [-0.72, 0.19, -0.62], [1.48, 1.31, 0.75], [0.35, -0.62, -0.79], [-0.25, -0.31, 0.57], [-1.60, -1.71, -0.64], [0.18, 0.19, 0.01], [0.17, -0.16, -0.05], [-0.12, -0.02, 0.21], [0.12, 0.33, 0.05], [0.06, -0.09, 0.26], [-0.28, 0.09, -0.07], [0.04, 0.15, 0.10], [-0.19, 0.03, -0.17], [0.16, -0.18, -0.07]]
}

***

Entry 3:
{
  "formula": "C5H8O2",
  "method": "wB97M-V/def2-TZVPD",
  "homo_energy_ev": -8.87,
  "largest_force_ev_per_a": 3.31,
  "lumo_ev": 0.931,
  "homo_lumo_gap_ha": 0.3602,
  "e_above_lowest_kj_mol": 419.0,
  "spin_multiplicity": 1,
  "smiles": "C1CO[C@@H]2C[C@@H]2O1",
  "species": ["C", "C", "O", "C", "C", "C", "O", "H", "H", "H", "H", "H", "H", "H", "H"],
  "xyz": [[1.51040, -0.37975, -0.08338], [0.91941, 0.84049, -0.66343], [-0.29176, 0.64967, -1.38910], [-1.26973, 0.01710, -0.56851], [-1.35460, 0.18648, 0.94029], [-0.80176, -1.07882, 0.33861], [0.58835, -1.35452, 0.39884], [2.22310, -0.95785, -0.66081], [2.37856, 0.37504, 0.39281], [0.72884, 1.61232, 0.08352], [1.95557, 1.19805, -0.99911], [-2.21987, -0.07687, -1.09997], [-0.65473, 0.83163, 1.45749], [-2.33638, 0.14030, 1.40853], [-1.37540, -2.00325, 0.44423]],
  "atomic_forces_ev_per_a": [[1.09, 0.72, 0.35], [0.53, 0.37, 0.18], [0.43, 0.26, -0.32], [0.22, -0.07, -0.13], [0.06, 0.16, 0.10], [0.23, 0.07, 0.02], [0.48, 0.40, 1.00], [-0.39, -0.01, -0.89], [-1.56, -2.46, 1.58], [-0.20, -0.22, 0.33], [-1.87, 0.50, -1.85], [0.50, 0.00, 0.04], [-0.06, -0.09, -0.06], [0.16, 0.07, -0.23], [0.38, 0.30, -0.10]]
}

***

Entry 4:
{
  "formula": "C4H7N3",
  "method": "wB97M-V/def2-TZVPD",
  "homo_energy_ev": -8.20,
  "largest_force_ev_per_a": 3.00,
  "lumo_ev": 0.958,
  "homo_lumo_gap_ha": 0.3367,
  "e_above_lowest_kj_mol": 287.4,
  "spin_multiplicity": 1,
  "smiles": "NN1C=N[C@@H]2C[C@@H]21",
  "species": ["N", "N", "C", "N", "C", "C", "C", "H", "H", "H", "H", "H", "H", "H"],
  "xyz": [[2.09573, -0.26086, -0.03720], [0.80481, 0.20753, -0.10203], [0.27960, 1.40638, 0.23035], [-1.00390, 1.58452, -0.08282], [-1.47698, 0.21645, -0.41550], [-1.29672, -0.87290, 0.64499], [-0.27515, -0.69259, -0.42439], [2.57289, -0.28546, 0.83751], [2.55466, 0.00474, -0.85080], [0.99139, 2.17751, 0.62465], [-2.04582, 0.20031, -1.41530], [-1.90527, -1.72557, 0.43879], [-1.20224, -0.42434, 1.59237], [-0.09301, -1.53571, -1.04062]],
  "atomic_forces_ev_per_a": [[-1.17, -0.41, 0.33], [-0.46, -1.46, 0.36], [-1.29, 1.61, -0.91], [2.22, -1.37, 1.41], [0.08, 0.84, -2.88], [-1.04, 0.71, -2.02], [0.77, 0.88, 1.53], [0.11, 0.26, 0.35], [1.60, 0.51, -1.02], [-0.99, -0.59, -0.44], [-0.02, -0.21, 2.26], [-0.40, -0.44, 0.60], [0.22, -0.08, 1.20], [0.37, -0.24, -0.76]]
}

***

Entry 5:
{
  "formula": "C5H9OP",
  "method": "wB97M-V/def2-TZVPD",
  "homo_energy_ev": -9.13,
  "largest_force_ev_per_a": 3.21,
  "lumo_ev": -0.205,
  "homo_lumo_gap_ha": 0.3279,
  "e_above_lowest_kj_mol": 153.3,
  "spin_multiplicity": 1,
  "smiles": "C[C@H]1C[C@]1(C)P=O",
  "species": ["C", "C", "C", "C", "C", "P", "O", "H", "H", "H", "H", "H", "H", "H", "H", "H"],
  "xyz": [[1.93508, 0.11656, 0.13364], [0.77936, -0.23359, -0.80406], [-0.24382, -1.33531, -0.55734], [-0.83379, 0.01128, -0.21728], [-0.91298, 0.44939, 1.19115], [-1.82097, 0.80008, -1.58578], [-2.81264, 1.67509, -0.94025], [2.25097, -0.83948, 0.62379], [1.60209, 0.72664, 0.92563], [2.73222, 0.48915, -0.55892], [0.80760, 0.18887, -1.85754], [-0.57335, -2.06594, -1.23606], [0.03360, -1.82374, 0.35471], [-1.44966, 1.43175, 1.15249], [0.11893, 0.47945, 1.64409], [-1.61265, -0.07021, 1.73172]],
  "atomic_forces_ev_per_a": [[0.15, -2.46, -2.02], [-2.95, 0.73, -1.01], [1.93, 1.39, 1.44], [1.48, -0.31, -2.36], [0.84, 2.53, -1.01], [1.01, -0.90, 0.98], [-0.37, 0.46, 0.11], [0.16, 0.78, -0.44], [0.25, 1.35, 0.57], [-0.43, 0.03, 1.29], [0.26, -0.80, 1.34], [-0.59, -0.28, -1.37], [0.00, -0.51, 0.57], [1.10, -0.15, 0.29], [-1.61, 0.13, 0.04], [-1.22, -1.98, 1.59]]
}

***

Entry 6:
{
  "formula": "C2H7ClNOPS",
  "method": "wB97M-V/def2-TZVPD",
  "homo_energy_ev": -9.87,
  "largest_force_ev_per_a": 4.05,
  "lumo_ev": -1.352,
  "homo_lumo_gap_ha": 0.3130,
  "e_above_lowest_kj_mol": 141.1,
  "spin_multiplicity": 1,
  "smiles": "O=P(=S)Cl.CCN",
  "species": ["O", "P", "S", "Cl", "C", "C", "N", "H", "H", "H", "H", "H", "H", "H"],
  "xyz": [[-2.63320, 1.16890, 1.59827], [-1.77523, 1.82792, 0.62871], [-2.22387, 1.95666, -1.26039], [-0.42584, 2.95812, 1.55272], [0.17951, -1.88002, 0.10248], [0.44615, -0.43513, -0.50357], [1.92868, -0.03611, -0.55507], [-0.69025, -2.30563, -0.29501], [1.09334, -2.49773, -0.14702], [-0.03617, -1.76995, 1.14712], [0.22039, -0.39340, -1.56333], [-0.29477, 0.27332, 0.05172], [2.06678, 0.74439, -1.19066], [2.14447, 0.38866, 0.43404]],
  "atomic_forces_ev_per_a": [[0.30, -0.41, 0.62], [-1.75, 0.32, -1.89], [0.97, 0.33, 1.49], [0.27, -0.03, -0.38], [2.63, 1.76, -0.80], [0.62, -0.23, 0.14], [-1.41, 0.67, 3.74], [-1.20, -0.61, -0.99], [-1.15, 0.48, 0.62], [0.48, -0.21, 0.75], [-0.80, -0.13, -0.03], [1.49, -0.75, -0.81], [-0.31, -0.05, -0.02], [-0.13, -1.13, -2.43]]
}